DFT (ωB97M-V with the def2-TZVPD basis set) results for CH2N4 as an isolated structure in a non-equilibrium geometry.

Structure (ORCA input):
```
! wB97M-V def2-TZVPD RIJCOSX def2/J DEFGRID3
* xyz 0 1
C -0.164 0.001 -0.075
N -3.275 0.031 0.162
N -2.379 0.996 -0.050
N -2.525 -0.984 -0.041
N -1.429 0.009 -0.208
H 0.356 -0.944 -0.038
H 0.349 0.940 0.055
*
```

Output
HOMO level: -9.2 eV
LUMO: -0.981 eV
energy relative to the best compared isomer or geometry (same formula, charge and spin): 543.6 kJ/mol
frontier orbital gap: 0.3017 Eh
energy: -7024.3117 eV